[1]
# C21H47ErNO2SSi2

A molecular structure, C21H47ErNO2SSi2 in a non-equilibrium geometry (wB97M-V/def2-TZVPD, OMol25).

Structure (XYZ):
```
75
Properties=species:S:1:pos:R:3:forces:R:3
O -1.418 1.191 0.164 0.202 0.748 -0.200
O 3.392 2.259 -0.377 0.469 0.708 0.057
C -1.327 1.242 -1.304 -0.025 -0.012 -0.180
C -2.650 1.652 -1.921 -0.065 0.167 0.010
H -1.049 0.228 -1.615 -0.007 0.374 0.217
H -0.512 1.935 -1.540 -0.216 -0.227 -0.064
H -3.494 1.059 -1.534 0.344 0.133 -0.022
H -2.613 1.485 -3.004 0.060 0.104 0.205
H -2.850 2.717 -1.744 -0.083 -0.286 -0.097
C -1.631 2.486 0.845 -0.107 0.024 -0.223
C -0.757 3.583 0.269 0.080 0.089 0.007
H -1.405 2.297 1.903 -0.019 -0.020 -0.254
H -2.699 2.726 0.753 0.276 -0.045 0.040
H 0.290 3.271 0.174 -0.175 -0.014 0.092
H -0.784 4.441 0.945 -0.046 -0.091 -0.058
H -1.115 3.921 -0.710 0.082 -0.052 0.229
C 4.358 2.376 0.693 -0.116 -0.121 -0.306
C 3.669 3.031 -1.558 0.042 -0.300 0.330
C 3.884 3.294 1.809 -0.010 0.011 -0.126
H 5.339 2.726 0.310 -0.456 -0.297 0.019
H 4.469 1.354 1.090 0.151 0.316 -0.175
H 3.753 4.321 1.452 -0.033 -0.196 0.115
H 4.629 3.304 2.610 -0.081 0.005 -0.031
H 2.938 2.928 2.224 0.110 0.119 -0.067
C 3.733 4.529 -1.317 0.065 -0.002 -0.070
H 2.850 2.793 -2.249 0.197 -0.021 0.145
H 4.615 2.678 -2.007 -0.272 0.085 0.065
H 2.883 4.875 -0.720 0.110 -0.063 -0.090
H 3.706 5.042 -2.281 0.042 0.037 0.052
H 4.666 4.809 -0.820 -0.176 0.040 0.020
H 2.574 0.397 -0.249 0.165 -0.698 -0.014
Er -1.739 -0.682 1.196 -0.192 -0.353 0.132
C 2.694 -0.691 -0.075 -0.215 0.484 0.314
Si 3.840 -1.522 -1.305 0.368 -0.155 -0.429
H 3.083 -0.818 0.943 -0.136 -0.056 -0.051
H 1.699 -1.155 -0.124 0.038 -0.117 -0.003
C 3.328 -1.007 -3.043 -0.072 -0.032 0.000
C 3.729 -3.388 -1.102 -0.106 -0.013 0.049
C 5.652 -1.068 -1.059 -0.111 0.119 0.121
C -1.921 -1.892 -0.735 0.025 -0.153 -0.324
Si -2.641 -3.448 -0.034 0.118 -1.023 -0.895
H -0.937 -2.165 -1.163 -0.235 0.087 0.073
H -2.547 -1.542 -1.577 0.166 -0.020 0.352
C -1.353 -4.804 -0.194 -0.035 0.052 0.113
C -4.198 -4.010 -0.909 -0.250 0.145 -0.032
C -3.060 -3.312 1.801 -0.008 0.222 0.103
H 6.262 -1.520 -1.858 -0.195 0.153 0.248
H 6.019 -1.450 -0.096 -0.036 0.140 -0.227
H 5.799 0.020 -1.082 0.060 -0.218 -0.002
H 2.367 -1.466 -3.317 0.195 0.127 -0.012
H 4.082 -1.320 -3.781 -0.240 0.075 0.172
H 3.218 0.085 -3.106 0.041 -0.234 -0.019
H 2.687 -3.717 -0.988 0.193 -0.021 -0.056
H 4.284 -3.703 -0.207 -0.149 0.025 -0.198
H 4.161 -3.909 -1.968 -0.091 0.109 0.209
H -4.214 -3.668 -1.954 -0.009 -0.148 0.244
H -5.103 -3.633 -0.412 0.114 -0.128 -0.171
H -4.234 -5.109 -0.903 -0.105 0.279 -0.001
H -3.749 -2.487 2.026 0.096 -0.437 0.119
H -2.184 -3.234 2.465 -0.187 -0.116 0.070
H -3.586 -4.245 2.056 0.255 0.249 0.055
H -1.835 -5.791 -0.148 0.278 0.174 0.043
H -0.617 -4.726 0.618 -0.020 -0.172 -0.218
H -0.833 -4.699 -1.156 -0.106 -0.157 0.254
S -2.069 -0.287 3.777 0.489 0.124 0.300
C -3.665 -0.018 3.148 -0.707 0.054 -1.326
C -4.708 0.401 3.986 -0.119 -0.001 -0.030
C -5.993 0.525 3.476 0.573 -0.028 0.080
C -6.243 0.128 2.154 0.059 -0.239 -0.564
C -5.199 -0.304 1.351 0.728 0.552 0.764
N -3.901 -0.259 1.800 -0.996 -0.093 1.065
H -4.431 0.594 5.023 -0.376 0.054 -0.277
H -6.793 0.908 4.107 0.133 -0.188 -0.168
H -7.243 0.148 1.731 0.156 -0.044 0.203
H -5.355 -0.711 0.346 0.101 0.404 0.295
```
Forces are in eV/Å.

Results
E: -82332.1536 eV
ΔE to the lowest compared entry with this formula, charge and spin: 0.0 kJ/mol
HOMO (spin up / spin down): -11.17 / -11.21 eV
Kohn-Sham gap (spin up / spin down): 8.06 / 8.15 eV
LUMO level (spin up / spin down): -0.1144 / -0.1126 Ha
spin multiplicity: 4
total charge: +1

[2]
# C2H3F5N3OP3

A molecular structure, C2H3F5N3OP3 in a non-equilibrium geometry (wB97M-V/def2-TZVPD, OMol25).

Structure (XYZ):
```
17
Properties=species:S:1:pos:R:3:forces:R:3
C -1.516 0.319 0.195 0.553 -0.415 1.911
C -2.889 0.371 -0.384 -2.855 0.999 -0.626
N 2.694 -1.728 -0.327 1.811 1.033 -0.172
N 2.962 0.858 0.001 0.609 0.288 0.357
N 0.661 -0.109 -0.450 0.572 1.672 1.016
O -0.624 0.346 -0.805 -0.622 -1.259 -0.370
F -1.459 -0.796 1.006 0.215 0.721 -0.854
F -1.334 1.377 1.063 -0.259 -0.590 -0.554
F -3.303 -0.781 -0.912 0.534 0.112 0.287
F -2.946 1.299 -1.363 0.043 -0.305 0.651
F -3.781 0.715 0.591 0.802 -0.262 -0.822
P 3.809 -0.606 -0.377 -2.175 0.158 0.152
P 1.148 -1.651 0.232 -1.944 -2.812 -0.284
P 1.335 1.086 0.672 1.741 -0.757 -0.660
H 3.373 1.753 -0.288 0.034 -0.694 0.250
H 0.430 -2.633 -0.698 0.838 1.365 0.576
H 1.439 0.181 1.842 0.103 0.747 -0.859
```
Forces are in eV/Å.

Results
E: -50092.4947 eV
ΔE to the lowest compared entry with this formula, charge and spin: 895.2 kJ/mol
HOMO: -8.33 eV
Kohn-Sham gap: 7.71 eV
LUMO level: -0.0229 Ha
total charge: 0

[3]
# C20H25BN7O4OsS4

A molecular structure, C20H25BN7O4OsS4 (wB97M-V/def2-TZVPD, OMol25).

Structure (XYZ):
```
62
Properties=species:S:1:pos:R:3:forces:R:3
Os 0.383 -0.353 2.092 -0.070 -0.019 0.046
N 0.061 0.431 4.147 0.032 0.002 -0.039
C 1.175 -0.069 4.995 0.020 -0.002 0.002
C 1.733 -1.379 4.445 -0.043 -0.015 0.009
O 2.335 -2.158 5.108 0.012 0.008 -0.011
O 1.512 -1.539 3.120 0.008 0.014 -0.010
H 0.026 1.446 4.156 -0.001 0.008 0.018
H -0.834 0.104 4.501 -0.002 -0.001 -0.004
H 0.871 -0.209 6.029 -0.001 0.000 -0.004
H 1.986 0.658 4.965 -0.002 0.005 0.000
C -0.635 -1.181 -3.604 0.015 -0.019 0.017
N 0.652 -0.953 -2.976 -0.055 -0.034 0.029
C 1.790 -1.714 -3.149 0.018 0.046 -0.051
C 2.781 -1.078 -2.491 0.003 -0.010 0.015
N 2.267 0.072 -1.922 -0.043 0.072 0.001
B 3.282 1.186 -1.467 0.026 -0.019 0.050
N 2.527 2.322 -0.690 -0.053 -0.081 -0.036
C 2.160 3.522 -1.227 -0.007 0.029 -0.029
C 1.374 4.171 -0.332 0.031 0.002 0.017
N 1.266 3.348 0.763 -0.011 -0.026 0.013
C 0.514 3.635 1.968 0.009 0.002 -0.004
C 1.968 2.229 0.511 0.074 0.030 -0.004
S 2.317 0.950 1.630 0.013 0.014 0.025
C 0.945 0.140 -2.217 0.044 0.009 -0.078
S -0.220 1.296 -1.784 0.013 0.020 0.012
H -0.596 -2.132 -4.131 -0.007 0.002 0.003
H -0.854 -0.379 -4.307 0.000 -0.001 -0.002
H -1.426 -1.200 -2.858 -0.007 0.005 0.003
H 1.796 -2.603 -3.756 0.000 -0.003 0.000
H 3.826 -1.320 -2.404 0.005 0.004 -0.004
H 4.101 0.675 -0.745 0.002 0.015 0.017
H 3.766 1.711 -2.436 0.001 -0.008 -0.005
H 2.470 3.805 -2.216 -0.007 -0.003 -0.005
H 0.882 5.125 -0.376 -0.001 0.002 0.000
H 0.228 4.683 1.956 -0.014 -0.008 -0.009
H 1.139 3.456 2.843 -0.001 -0.001 -0.001
H -0.384 3.017 2.002 -0.017 -0.003 -0.001
O -3.788 -1.374 -1.298 -0.005 0.007 -0.020
C -3.986 -0.123 -0.853 -0.009 -0.008 0.013
C -5.131 0.535 -1.303 -0.002 0.012 -0.012
C -5.403 1.820 -0.890 0.002 -0.004 0.000
C -4.545 2.488 -0.013 -0.003 0.000 0.001
C -3.416 1.847 0.435 0.001 0.000 0.006
C -3.114 0.539 0.030 -0.014 0.004 0.018
C -1.893 -0.087 0.497 0.056 0.008 -0.036
O -1.105 0.611 1.332 -0.038 -0.028 0.018
N -1.560 -1.294 0.160 0.013 0.004 0.073
N -0.318 -1.650 0.673 -0.026 -0.013 -0.063
C 0.215 -2.734 0.167 0.020 -0.020 -0.004
S 1.757 -3.311 0.685 -0.013 0.019 0.008
C 1.937 -4.446 -0.718 0.014 -0.009 -0.013
C 0.568 -5.015 -1.024 -0.001 -0.005 0.011
S -0.618 -3.640 -1.042 0.010 0.013 0.017
H -2.973 -1.730 -0.901 0.015 -0.009 0.003
H -5.786 0.007 -1.982 -0.001 0.001 0.000
H -6.294 2.315 -1.253 -0.001 -0.001 0.001
H -4.766 3.497 0.306 0.002 0.001 -0.004
H -2.735 2.351 1.107 0.007 0.005 -0.004
H 2.641 -5.221 -0.419 -0.005 -0.006 0.006
H 2.340 -3.881 -1.556 -0.004 -0.006 0.006
H 0.251 -5.737 -0.273 -0.002 -0.002 -0.002
H 0.539 -5.483 -2.007 0.002 0.002 -0.002
```
Forces are in eV/Å.

Results
E: -86246.2793 eV
ΔE to the lowest compared entry with this formula, charge and spin: 14.0 kJ/mol
HOMO (spin up / spin down): -9.50 / -9.45 eV
Kohn-Sham gap (spin up / spin down): 6.46 / 3.97 eV
LUMO level (spin up / spin down): -0.1114 / -0.2016 Ha
spin multiplicity: 5
total charge: +1

[4]
# C4H9N

2 unconnected molecules or ions with the total composition C4H9N in a non-equilibrium geometry (wB97M-V/def2-TZVPD, OMol25).

Structure (XYZ):
```
14
Properties=species:S:1:pos:R:3:forces:R:3
C -0.029 2.400 0.202 0.256 1.053 0.530
C 1.190 2.513 0.705 -0.029 -1.053 1.397
C 1.940 1.305 1.240 0.203 0.226 -0.479
H -0.627 3.296 0.087 -0.147 -0.188 -0.359
H -0.477 1.432 0.134 -0.283 -0.365 -0.499
H 1.581 3.425 1.140 -0.072 0.489 -0.844
H 1.266 0.671 1.813 0.117 0.011 0.199
H 2.766 1.664 1.847 0.008 -0.221 0.336
H 2.393 0.671 0.480 -0.057 0.043 -0.283
C -1.612 -3.564 -1.614 -0.008 2.025 -0.652
N -2.502 -3.281 -0.759 -0.052 -0.103 -0.348
H -0.680 -2.989 -1.546 0.325 -0.929 0.446
H -1.798 -3.974 -2.610 -0.122 -0.488 0.184
H -3.410 -3.569 -1.120 -0.139 -0.501 0.371
```
Forces are in eV/Å.

Results
E: -5781.8195 eV
ΔE to the lowest compared entry with this formula, charge and spin: 192.2 kJ/mol
HOMO: -9.59 eV
Kohn-Sham gap: 10.63 eV
LUMO level: 0.0383 Ha
total charge: 0

ΔE to the lowest compared entry with this formula, charge and spin of number 1 (C21H47ErNO2SSi2)? 0.0 kJ/mol